# 1
Below is a structure of composition C28H36As2CoSi in a non-equilibrium geometry, with properties calculated with the ωB97M-V functional and the def2-TZVPD basis.

For the total energy, the calculation gives -196795.8798 eV. Its strongest force on any atom is 2.4 eV/Å. The calculation puts the HOMO-LUMO gap (alpha / beta) at 5.76 / 7.36 eV. Its spin multiplicity is 4. The calculation puts the LUMO energy (alpha / beta) at 0.5385 / 0.2592 eV. The expectation value of S² is 3.797.

Last column: Mulliken spin population.
Cartesian coordinates (Å):
C  0.79787  1.97458  0.85009  -0.016
C  -0.32392  2.24876  -0.05208  0.015
C  -1.44160  2.57041  0.77176  0.198
H  -0.24535  2.48106  -1.10338  0.007
C  -1.02877  2.55146  2.12423  -0.060
C  0.32712  2.20297  2.18047  0.193
H  0.93377  2.14186  3.08272  0.002
H  1.85604  1.92379  0.54580  -0.004
H  -2.41691  2.88820  0.38832  0.002
H  -1.66130  2.76531  2.98342  0.001
Co  -0.05358  -0.00633  0.30233  2.158
C  -0.40307  -1.91717  -1.37956  0.187
H  -1.44738  -1.91377  -1.03443  -0.006
H  0.19076  -2.49167  -0.64695  -0.017
H  -0.50113  -2.58750  -2.29304  -0.002
Si  0.43310  -0.22861  -2.13814  0.002
C  2.17091  -0.59185  -2.78356  0.012
C  3.02825  0.52970  -2.90533  0.001
H  2.66320  1.52533  -2.65405  -0.001
C  4.34134  0.38835  -3.36596  0.004
H  5.00092  1.27717  -3.42897  0.000
C  4.79097  -0.89083  -3.76203  0.000
H  5.81112  -0.99744  -4.16426  0.000
C  3.93781  -2.01231  -3.65361  0.001
H  4.30714  -3.00098  -3.97343  0.000
C  2.62771  -1.85153  -3.17868  -0.002
H  1.93309  -2.71467  -3.18447  0.002
C  -0.72525  0.66474  -3.30142  0.009
C  -0.09652  1.39347  -4.33499  0.003
H  0.94673  1.18832  -4.57097  0.000
C  -0.82054  2.40402  -4.99015  0.007
H  -0.31614  2.98738  -5.76808  0.001
C  -2.13779  2.65735  -4.62175  -0.003
H  -2.69779  3.45112  -5.12681  0.000
C  -2.77076  1.91718  -3.60810  0.012
H  -3.80176  2.12661  -3.31930  0.000
C  -2.06005  0.89178  -2.95999  0.028
H  -2.55786  0.28880  -2.19250  -0.043
H  -1.23522  0.12894  -0.62505  0.187
H  0.80898  1.11912  -1.58300  0.098
C  2.90652  -0.20484  2.54158  0.020
As  1.22425  -0.94606  1.92407  -0.046
C  1.49650  -2.86602  1.80893  0.009
C  -0.03966  -0.76222  3.44797  0.001
C  0.44537  -0.65800  4.75911  -0.010
C  -0.47638  -0.35368  5.77314  0.002
C  -1.81897  -0.18009  5.49663  0.000
C  -2.30514  -0.28947  4.18143  -0.009
C  -1.40136  -0.57303  3.16627  0.049
As  -2.02201  -0.61535  1.27372  -0.015
C  -3.69674  0.37807  1.27294  0.026
C  -2.49669  -2.51452  1.18755  0.002
H  3.68399  -0.78773  2.03350  -0.001
H  2.94514  -0.32611  3.62835  0.002
H  2.95980  0.84988  2.25904  0.000
H  2.53111  -3.05323  2.12094  -0.001
H  0.77911  -3.32562  2.49355  0.002
H  1.32454  -3.19281  0.77961  -0.003
H  1.49370  -0.80038  4.96879  0.000
H  -0.09853  -0.26594  6.80682  0.000
H  -2.52919  0.06056  6.29957  0.000
H  -3.36214  -0.15837  3.95279  0.002
H  -3.55798  1.29912  1.85122  -0.002
H  -3.93123  0.60298  0.22490  -0.009
H  -4.45326  -0.29290  1.69989  0.004
H  -1.58580  -3.12530  1.15535  0.004
H  -3.09163  -2.71301  2.08748  0.004
H  -3.08746  -2.66901  0.27970  -0.002

Cartesian forces, eV/Å:
-0.57 1.00 -0.42
0.48 0.17 1.62
0.49 0.58 0.32
-0.16 -0.21 0.08
-0.51 0.21 -0.28
0.17 -0.07 -0.45
-0.20 -0.09 -0.17
-0.68 -0.05 0.12
0.38 -0.24 0.21
0.13 -0.12 -0.16
0.45 2.13 -1.04
0.45 -1.20 -1.85
0.61 0.49 -0.21
-0.16 0.26 -0.43
0.49 0.44 0.70
-0.77 -0.37 0.79
-0.12 0.11 -0.44
0.34 -0.62 -0.04
0.03 -0.25 0.14
-0.07 -0.37 -0.22
-0.46 -0.75 -0.05
-0.24 0.05 0.25
-0.59 -0.06 0.29
0.42 0.41 -0.21
-0.27 0.59 0.19
0.24 -0.23 -0.32
0.57 0.54 0.19
0.39 -0.49 -0.56
-1.19 0.33 0.32
-0.23 0.14 -0.06
0.64 -0.49 0.10
-0.38 -0.16 0.24
-0.54 0.14 0.24
0.23 -0.26 0.19
0.58 -0.30 -0.22
0.26 -0.01 -0.19
-0.43 0.61 -0.64
0.30 0.30 -0.28
-0.36 0.52 -1.40
0.59 -0.77 0.38
-0.19 -0.33 0.10
-0.63 -0.39 0.17
0.41 -0.01 0.54
0.66 0.23 0.09
-1.44 0.04 -0.54
0.94 -0.19 0.58
-0.91 0.22 -0.14
0.78 -0.21 0.63
-0.63 -0.17 -0.17
0.80 -0.07 2.17
-0.02 -0.64 0.05
-0.53 0.40 0.09
-0.02 0.26 0.27
0.38 0.10 -0.27
0.00 -0.26 0.11
-0.31 -0.41 -0.10
0.26 -0.21 -0.14
0.18 0.00 0.33
0.05 0.02 0.19
-0.37 0.00 -0.60
0.44 -0.12 -0.29
0.20 0.03 0.19
-0.12 -0.38 -0.20
-0.01 0.03 0.32
-0.07 0.43 -0.08
-0.28 0.23 0.07
0.11 -0.28 -0.33
0.03 -0.23 0.20

***

# 2
Below is an isolated molecule of C5H8 in a non-equilibrium geometry, with properties calculated with the ωB97M-V functional and the def2-TZVPD basis.

For the total energy, the calculation gives -5312.8083 eV. Its strongest force on any atom is 1.4 eV/Å. The calculation puts the HOMO-LUMO gap at 10.15 eV. The calculation puts the LUMO energy at 1.2124 eV. As for the structure (SMILES): C=C1CCC1.

Last column: Löwdin charge in e.
Cartesian coordinates (Å):
C  0.59684  1.04720  0.76779  -0.163
C  0.70990  0.57701  -0.71316  -0.133
C  -1.04392  -1.29597  -1.06836  0.039
C  -0.22318  -0.55020  -0.35319  -0.351
C  -0.12171  -0.27733  1.12420  -0.143
H  -0.06440  1.91006  0.89414  0.102
H  1.54336  1.23765  1.27551  0.095
H  0.24108  1.24670  -1.44551  0.110
H  1.70223  0.29483  -1.06620  0.106
H  -0.90142  -1.46722  -2.13112  0.060
H  -1.98856  -1.44854  -0.58603  0.054
H  -1.02226  -0.26087  1.74911  0.109
H  0.57204  -1.01332  1.55281  0.115

Cartesian forces, eV/Å:
0.17 0.23 0.14
0.27 0.07 -0.16
-0.09 0.63 -0.09
-0.16 -0.06 -0.13
-0.02 -0.01 0.11
0.20 -0.09 -0.12
-0.12 0.03 0.02
0.29 -0.14 0.13
0.11 0.12 0.16
-0.31 0.30 0.06
-0.34 -1.34 0.07
0.10 0.08 -0.19
-0.10 0.19 0.02

***

# 3
Below is a cluster of 2 separate species, C7H9P in total in a non-equilibrium geometry, with properties calculated with the ωB97M-V functional and the def2-TZVPD basis.

For the total energy, the calculation gives -16687.9475 eV. Its strongest force on any atom is 4.8 eV/Å. The calculation puts the HOMO-LUMO gap at 8.68 eV. The calculation puts the LUMO energy at -0.3544 eV.

Last column: Löwdin charge in e.
Cartesian coordinates (Å):
C  1.07328  1.63647  1.81936  -0.346
C  0.34014  1.52813  0.88052  -0.093
C  -0.61773  -1.39600  -2.19746  -0.226
C  -1.82178  -1.55267  -1.69646  -0.196
C  0.07689  -0.06813  -1.98315  -0.413
C  -2.11928  -0.40371  -0.77685  -0.457
C  2.08459  1.62158  2.83051  -0.178
P  -1.10558  1.09920  -1.11001  1.016
H  -0.23556  -2.16174  -2.90710  0.109
H  -2.35568  -2.58511  -1.67798  0.137
H  1.02966  -0.21923  -1.25801  0.124
H  0.30349  0.32907  -2.98510  0.060
H  -3.19167  -0.03986  -0.87039  0.075
H  -1.69683  -0.66889  0.27284  0.109
H  2.13680  0.61847  3.43441  0.106
H  3.11207  1.72308  2.35281  0.085
H  1.94984  2.56802  3.45085  0.086

Cartesian forces, eV/Å:
0.36 -0.62 -0.03
-3.09 -0.97 -3.56
0.51 -0.61 -1.82
-0.08 -1.27 1.12
1.97 -0.53 0.91
-1.57 0.42 2.19
1.90 0.14 1.49
2.24 -0.17 1.37
0.26 0.66 0.73
0.64 2.28 -0.18
-1.93 0.55 -2.08
0.65 0.12 0.56
1.08 -0.75 1.00
-1.69 0.30 -1.19
-0.40 2.10 -0.85
-1.18 -0.11 0.50
0.33 -1.54 -0.17

***

Question: Among the records above, which one has the lowest strongest force on any atom?
Answer: C5H8

***

Question: Which of these has the highest strongest force on any atom?
Answer: C7H9P

***

Question: Which value of strongest force on any atom does entry 1 give?
Answer: 2.4 eV/Å

***

Question: Which value of strongest force on any atom does entry 3 give?
Answer: 4.8 eV/Å